1.
Formula: C11H11BN4OS
Source: the OMol25 dataset
Level of theory: wB97M-V/def2-TZVPD

Element x y z (Å)
N 5.44051 -0.43465 -0.63806
B 4.67158 0.74072 -0.08572
O 5.37618 1.89208 0.38792
N 3.13105 0.63104 -0.12026
C 2.36685 0.90861 -1.33195
C 0.82880 0.80498 -1.41214
C 0.07346 0.36051 -0.13172
C -1.50866 0.16700 -0.08440
C -2.46332 1.06255 0.75851
C -3.97160 0.72776 0.74130
N -4.44062 -0.38704 -0.05042
N -5.82023 -0.70322 -0.02095
C -5.87728 -1.80756 0.72604
S -5.76914 -3.23788 1.56379
C -3.61479 -1.23130 -0.87921
C -2.08859 -0.99970 -0.94964
C 0.92307 0.05709 1.14593
C 2.47930 0.21006 1.11675
H 4.83932 -0.79316 -1.40676
H 5.47237 -1.12926 0.14062
H 5.64587 1.79561 1.33697
H 2.97327 1.20784 -2.26511
H 0.19745 0.99009 -2.34892
H -2.09350 1.94124 1.38609
H -4.78535 1.30347 1.32005
H -4.09779 -2.07813 -1.47260
H -1.47937 -1.68493 -1.62105
H 0.48563 -0.30866 2.13782
H 3.10553 -0.00516 2.05713

Highest occupied orbital energy   -0.592 hartree
HOMO-LUMO gap   0.291 Ha
2S+1   1
Lowest unoccupied orbital energy   -8.2 eV
Total charge   +2

2.
Formula: C7H13N4O4
Source: the OMol25 dataset
Level of theory: wB97M-V/def2-TZVPD

Element x y z (Å)
C -3.02239 0.08672 0.01264
C 2.00553 -0.29027 -0.12327
C -1.18867 1.34318 0.40711
C -0.52841 2.01493 -0.83322
C 3.70807 -1.27832 -1.32466
C 1.56848 0.11539 1.28433
C 0.23098 -0.51352 1.53019
N -2.55846 1.23603 0.14607
N -1.71324 -0.98489 0.10322
N -4.32398 -0.54498 -0.27533
N -0.69901 -0.13530 0.47049
O 1.20730 -0.39702 -1.04959
O -4.64664 -1.39042 0.48178
O -4.93790 -0.17131 -1.26590
O 3.11978 -0.86799 -0.12125
H -0.91772 1.85018 1.25805
H 0.53578 2.31278 -0.56974
H -1.13235 2.92712 -1.17690
H -0.36062 1.30481 -1.57028
H 2.91701 -1.52280 -1.99608
H 4.42393 -2.08233 -1.10061
H 4.27010 -0.65480 -1.94919
H 1.32460 1.26628 1.23921
H 2.34423 -0.18417 1.97810
H 0.33936 -1.58191 1.51377
H -0.04856 -0.12003 2.48591
H -1.90203 -1.61786 0.86086
H -0.01517 -0.11951 -0.41574

Highest occupied orbital energy   -0.523 hartree
Structure (SMILES)   COC(=O)CC[N@H+]1NC([N+](=O)[O-])=N[C@@H]1C
HOMO-LUMO gap   0.371 Ha
2S+1   1
Lowest unoccupied orbital energy   -4.1 eV
ΔE to the lowest compared entry with this formula, charge and spin   71.71 kcal/mol
Total charge   +1

3.
Formula: CH9N6
Source: the OMol25 dataset
Level of theory: wB97M-V/def2-TZVPD

Element x y z (Å)
C -1.40340 0.01330 0.11640
N -0.12608 0.27415 0.43109
N -1.70548 -1.31277 0.13106
N -2.26874 1.03340 -0.00087
N 2.76764 -0.34947 -1.07729
N 2.52038 -0.89578 -0.04235
N 0.27432 1.56486 0.68835
H -1.02739 -2.03428 0.16588
H -2.57544 -1.72421 -0.12334
H -1.88681 1.75679 -0.63580
H -3.15825 0.91583 -0.27261
H 0.56384 -0.54294 0.68674
H 3.31767 -0.63959 -1.91729
H 3.08014 -1.82421 0.20368
H 1.05744 1.91736 -0.00514
H 0.57016 1.84755 1.65150

Highest occupied orbital energy   -0.463 hartree
HOMO-LUMO gap   0.355 Ha
2S+1   1
Lowest unoccupied orbital energy   -2.9 eV
ΔE to the lowest compared entry with this formula, charge and spin   43.03 kcal/mol
Total charge   +1

4.
Formula: C4H3BiFO5
Source: the OMol25 dataset
Level of theory: wB97M-V/def2-TZVPD

Element x y z (Å)
O -0.16988 4.17250 1.13681
C -0.11972 5.27767 1.51699
O -0.08271 6.36898 1.85241
O -0.05351 0.47308 -0.22431
C 0.52645 -3.23848 0.27119
C -0.45517 -0.68030 -0.36002
O 1.19344 -4.15561 0.60343
O 0.14218 -2.94325 -0.95513
C 0.14694 -1.58287 -1.41108
Bi -0.42189 2.18317 0.73199
F -1.72675 -0.93713 -0.14377
H 0.27343 -2.16349 0.87770
H 1.18925 -1.25969 -1.56368
H -0.44205 -1.51459 -2.33254

Highest occupied orbital energy (spin up / spin down)   -0.925 / -0.789 hartree
HOMO-LUMO gap (spin up / spin down)   0.374 / 0.151 Ha
2S+1   1
Lowest unoccupied orbital energy (spin up / spin down)   -15.0 / -17.4 eV
Total charge   +3

5.
Formula: C38H27Cl2CoGeN4O2S
Source: the OMol25 dataset
Level of theory: wB97M-V/def2-TZVPD

Element x y z (Å)
Co 0.10936 -0.44920 0.35671
Cl -3.23763 -3.94484 -4.91455
C -2.53090 -2.85650 -3.77022
C -2.82373 -1.48381 -3.86524
C -2.28543 -0.59563 -2.97742
Cl -2.63584 1.08885 -3.11750
C -1.42148 -1.00924 -1.91985
O -0.93541 -0.11122 -1.13895
C -1.13557 -2.40425 -1.85735
C -0.23874 -2.95357 -0.89516
O 0.33903 -2.34345 0.02194
C -1.70025 -3.30693 -2.79156
H -3.47820 -1.12955 -4.65030
H -0.03654 -4.02772 -0.97674
H -1.46366 -4.36113 -2.71949
S -0.01497 2.89273 1.87427
C -0.35437 3.34473 0.25470
C 0.27000 2.54870 -0.64391
C 1.09064 1.51747 -0.04917
C 0.99065 1.61886 1.34322
C 1.60205 0.64084 2.26003
C 2.34385 0.89248 3.39992
C 2.83354 -0.19711 4.10425
C 2.56971 -1.48307 3.65122
C 1.80805 -1.65094 2.50938
N 1.32947 -0.60212 1.84301
H -1.01256 4.17518 0.05195
H 0.16255 2.66747 -1.71288
H 2.53846 1.90975 3.70965
H 3.42462 -0.04635 4.99765
H 2.95204 -2.34710 4.17523
H 1.57480 -2.62251 2.09672
Ge 2.68857 0.98227 -1.12955
C 2.21383 1.35298 -2.97329
C 1.17911 0.66307 -3.60689
C 0.82293 0.95516 -4.91437
C 1.50169 1.94581 -5.61074
C 2.53250 2.63939 -4.99625
C 2.88260 2.34765 -3.68463
C 3.32331 -0.83481 -0.85521
C 4.05247 -1.18041 0.28199
C 4.51632 -2.47481 0.46118
C 4.26066 -3.44167 -0.50145
C 3.55607 -3.10869 -1.64830
C 3.09446 -1.81068 -1.82821
H 3.76027 1.96275 -0.63099
H 0.63927 -0.10637 -3.07560
H 0.01397 0.41281 -5.38779
H 1.22555 2.17783 -6.63095
H 3.06447 3.41109 -5.53692
H 3.68589 2.90301 -3.21402
H 4.27176 -0.42799 1.03361
H 5.09251 -2.72884 1.34221
H 4.63342 -4.44898 -0.36732
H 3.38333 -3.85610 -2.41238
H 2.57177 -1.55672 -2.73877
N -6.84937 -5.67123 6.60902
C -6.24272 -4.95478 5.94793
C -5.47961 -4.05850 5.12299
C -5.90828 -2.75046 4.92673
C -5.17121 -1.88891 4.13440
C -4.00247 -2.33207 3.53052
C -3.57200 -3.63975 3.72227
C -4.30743 -4.49902 4.51630
N -3.24805 -1.44335 2.70816
C -3.65195 -0.21014 2.23436
C -2.62966 0.26631 1.48259
N -1.59490 -0.64126 1.49689
C -1.99731 -1.64983 2.23073
H -6.81831 -2.40649 5.39772
H -5.51575 -0.87380 4.00772
H -2.67683 -4.01120 3.24601
H -3.97722 -5.51768 4.66353
H -4.61720 0.21113 2.44009
H -2.56829 1.18125 0.91819
H -1.40944 -2.52651 2.43673

⟨S²⟩   0.758
Highest occupied orbital energy (spin up / spin down)   -0.392 / -0.392 hartree
HOMO-LUMO gap (spin up / spin down)   0.283 / 0.284 Ha
2S+1   2
Lowest unoccupied orbital energy (spin up / spin down)   -3.0 / -3.0 eV
ΔE to the lowest compared entry with this formula, charge and spin   0.00 kcal/mol
Total charge   +1

6.
Formula: CFN2O3
Source: the OMol25 dataset
Level of theory: wB97M-V/def2-TZVPD

Element x y z (Å)
C 1.35489 -0.30600 -0.05631
N -1.03994 0.23218 -1.06715
N -1.71155 0.28588 -0.19171
O 2.13056 0.43548 -0.61722
O 0.86374 -1.40584 -0.14181
O -2.33419 0.48325 0.75906
F 0.73650 0.27506 1.31515

Highest occupied orbital energy   -0.185 hartree
HOMO-LUMO gap   0.339 Ha
2S+1   1
Lowest unoccupied orbital energy   4.2 eV
ΔE to the lowest compared entry with this formula, charge and spin   3.03 kcal/mol
Total charge   -1